# C28H32N4O5

One molecule with the formula C28H32N4O5 (wB97M-V/def2-TZVPD, OMol25).

- 2S+1 = 1
- E_HOMO (eV) = -8.206
- SMILES = COc1cc([C@H](C(=O)NC2CCCCC2)N(C(=O)c2cnccn2)c2ccccc2)cc(OC)c1OC
- orbital gap (eV) = 8.49

Positions of all 69 atoms, in Å:
C 3.320 -4.060 3.290
O 2.970 -2.976 2.458
C 1.819 -2.967 1.739
C 1.654 -1.803 0.979
C 0.548 -1.621 0.183
C 0.334 -0.394 -0.667
C 1.317 0.780 -0.457
O 1.772 1.094 0.625
N 1.570 1.443 -1.595
C 2.306 2.693 -1.623
C 3.210 2.733 -2.853
C 3.981 4.049 -2.905
C 3.017 5.231 -2.921
C 2.115 5.197 -1.691
C 1.342 3.883 -1.631
N -1.014 0.156 -0.465
C -1.570 0.849 -1.484
O -1.042 0.962 -2.579
C -2.832 1.585 -1.150
C -2.790 2.662 -0.260
N -3.866 3.377 0.008
C -4.988 3.044 -0.613
C -5.028 1.993 -1.518
N -3.954 1.266 -1.782
C -1.665 -0.027 0.778
C -0.993 0.233 1.966
C -1.637 0.030 3.173
C -2.944 -0.424 3.204
C -3.610 -0.690 2.020
C -2.972 -0.503 0.807
C -0.427 -2.615 0.132
C -0.307 -3.754 0.906
O -1.255 -4.737 0.955
C -2.487 -4.510 0.315
C 0.834 -3.958 1.710
O 0.938 -5.093 2.494
C 1.003 -6.321 1.798
H 2.551 -4.262 4.037
H 3.511 -4.968 2.712
H 4.241 -3.749 3.783
H 2.425 -1.055 1.056
H 0.381 -0.688 -1.725
H 1.002 1.242 -2.410
H 2.909 2.719 -0.710
H 3.902 1.890 -2.826
H 2.592 2.636 -3.750
H 4.613 4.070 -3.794
H 4.630 4.121 -2.030
H 3.578 6.167 -2.943
H 2.403 5.187 -3.823
H 1.415 6.034 -1.717
H 2.725 5.296 -0.791
H 0.724 3.852 -0.730
H 0.680 3.799 -2.497
H -1.878 2.949 0.246
H -5.861 3.636 -0.376
H -5.931 1.714 -2.042
H 0.026 0.586 1.941
H -1.112 0.231 4.094
H -3.443 -0.579 4.149
H -4.626 -1.056 2.037
H -3.482 -0.736 -0.117
H -1.283 -2.479 -0.507
H -2.956 -3.588 0.671
H -3.113 -5.361 0.580
H -2.376 -4.470 -0.773
H 0.079 -6.529 1.255
H 1.157 -7.083 2.560
H 1.845 -6.332 1.095

# C6H12S4

A 2-piece molecular cluster, C6H12S4 overall (wB97M-V/def2-TZVPD, OMol25).

- 2S+1 = 1
- E_HOMO (eV) = -7.704
- SMILES = C1CSSC1.C1CSSC1
- orbital gap (eV) = 8.29

Positions of all 22 atoms, in Å:
C 1.239 0.456 2.039
C 2.275 1.336 1.238
S 2.678 0.439 -0.336
S 2.539 -1.373 0.464
C 1.706 -0.973 2.039
H 0.257 0.583 1.545
H 1.117 0.727 3.106
H 1.891 2.339 0.970
H 3.290 1.466 1.661
H 2.403 -1.085 2.892
H 0.821 -1.605 2.243
C -1.630 -0.233 -2.338
C -1.692 -1.478 -1.417
S -3.187 -1.279 -0.446
S -2.982 0.704 -0.040
C -1.837 1.052 -1.510
H -2.464 -0.296 -3.063
H -0.697 -0.072 -2.912
H -1.781 -2.450 -1.938
H -0.774 -1.509 -0.800
H -0.858 1.468 -1.205
H -2.316 1.783 -2.190

# C6H12N2

C6H12N2 as an isolated structure (wB97M-V/def2-TZVPD, OMol25).

- 2S+1 = 1
- E_HOMO (alpha / beta) (eV) = -7.524 / -7.723
- orbital gap (alpha / beta) (eV) = 7.31 / 7.44

Positions of all 20 atoms, in Å:
C -1.453 0.461 -0.834
C -1.458 -0.058 0.544
C 0.767 0.776 1.462
C 0.473 -0.053 -1.169
C 0.074 -0.365 0.723
N 1.217 1.084 -1.420
C 0.373 -1.685 1.054
N 0.665 -1.054 -1.945
H 1.794 1.010 -2.247
H 0.890 1.965 -1.059
H 0.166 -1.880 -1.618
H -1.476 1.537 -0.964
H -1.926 -0.126 -1.612
H -2.062 -0.959 0.641
H -1.791 0.660 1.297
H 0.542 0.700 2.527
H 0.416 1.751 1.113
H 1.846 0.721 1.320
H -0.401 -2.379 1.358
H 1.345 -2.105 0.828

Summary of ΔE to the lowest compared entry with this formula, charge and spin in eV
0.7495, 0.4331, 4.7136
(order as listed above)